(1)
{
  "formula": "C5H12O",
  "method": "the ωB97M-V functional and the def2-TZVPD basis",
  "species": ["C", "O", "C", "C", "C", "C", "H", "H", "H", "H", "H", "H", "H", "H", "H", "H", "H", "H"],
  "xyz": [[-0.904, -1.519, -1.165], [-0.464, -1.276, 0.066], [-0.446, -0.152, 0.692], [1.559, 0.347, -1.148], [-1.232, 1.011, 0.207], [0.337, -0.095, 1.957], [0.672, -0.257, -1.419], [-1.669, -0.883, -1.588], [-0.751, -2.538, -1.482], [2.095, 0.499, -2.083], [1.312, 1.321, -0.712], [2.187, -0.210, -0.444], [-1.218, 1.102, -0.887], [-2.284, 0.925, 0.519], [-0.829, 1.937, 0.630], [-0.305, 0.151, 2.813], [0.831, -1.050, 2.147], [1.109, 0.688, 1.897]],
  "homo_energy_ev": [-7.0, -6.7],
  "orbital_gap_ev": [8.0, 7.6],
  "charge": 0,
  "de_lowest_kcal_mol": 85.6
}

=====

(2)
{
  "formula": "C5H12O",
  "method": "the ωB97M-V functional and the def2-TZVPD basis",
  "species": ["C", "C", "C", "C", "C", "O", "H", "H", "H", "H", "H", "H", "H", "H", "H", "H", "H", "H"],
  "xyz": [[-0.249, 0.489, 1.921], [-0.229, 0.526, 0.387], [1.094, 1.304, 0.003], [-0.371, -0.941, -0.231], [-0.908, -0.966, -1.720], [0.926, -1.512, -0.070], [-1.203, 0.095, 2.277], [0.559, -0.153, 2.299], [-0.092, 1.484, 2.362], [-1.044, 1.155, 0.004], [1.306, 1.399, -1.071], [1.006, 2.344, 0.369], [2.012, 0.926, 0.479], [-1.026, -1.707, 0.267], [-1.797, -1.604, -1.892], [-0.136, -1.355, -2.397], [-1.183, 0.040, -2.052], [1.333, -1.524, -0.934]],
  "smiles": "CC(C)[C@@H](C)O",
  "homo_energy_ev": -10.0,
  "orbital_gap_ev": 11.0,
  "charge": 0,
  "de_lowest_kcal_mol": 18.1
}

=====

(3)
{
  "formula": "C5H12O",
  "method": "the ωB97M-V functional and the def2-TZVPD basis",
  "species": ["C", "C", "C", "C", "C", "O", "H", "H", "H", "H", "H", "H", "H", "H", "H", "H", "H", "H"],
  "xyz": [[-0.117, 1.934, 0.825], [0.527, 0.547, 0.725], [-0.025, -0.371, -0.396], [1.101, -1.241, -0.945], [-1.157, -1.259, 0.142], [-0.481, 0.382, -1.523], [0.132, 2.546, -0.053], [0.274, 2.475, 1.694], [-1.210, 1.898, 0.928], [0.403, 0.007, 1.672], [1.606, 0.693, 0.585], [1.584, -1.818, -0.149], [1.850, -0.599, -1.421], [0.706, -1.929, -1.699], [-0.791, -1.941, 0.921], [-1.568, -1.865, -0.671], [-1.978, -0.676, 0.580], [-0.856, 1.213, -1.201]],
  "smiles": "CCC(C)(C)O",
  "homo_energy_ev": -10.1,
  "orbital_gap_ev": 11.1,
  "charge": 0,
  "de_lowest_kcal_mol": 2.6
}

=====

(4)
{
  "formula": "C5H12O",
  "method": "the ωB97M-V functional and the def2-TZVPD basis",
  "species": ["C", "C", "C", "C", "O", "C", "H", "H", "H", "H", "H", "H", "H", "H", "H", "H", "H", "H"],
  "xyz": [[2.408, 1.100, -1.057], [1.229, 0.226, -0.655], [-1.568, -0.798, 0.326], [-1.192, -2.127, 0.864], [-1.516, 0.223, 1.105], [-1.598, 1.498, 0.789], [2.110, 1.832, -1.812], [2.785, 1.652, -0.194], [3.235, 0.519, -1.476], [1.530, -0.514, 0.095], [0.870, -0.334, -1.525], [-1.839, -0.630, -0.714], [-0.255, -2.484, 0.417], [-1.958, -2.878, 0.653], [-1.050, -2.079, 1.946], [-1.618, 2.159, 1.639], [0.437, 0.875, -0.221], [-2.009, 1.761, -0.180]],
  "homo_energy_ev": [-7.3, -7.0],
  "orbital_gap_ev": [8.3, 7.9],
  "charge": 0,
  "de_lowest_kcal_mol": 89.3
}

=====

Number 1: largest force on an atom 0.0121 Eh/bohr. Number 2: largest force on an atom 0.0303 Eh/bohr. Number 3: largest force on an atom 0.0071 Eh/bohr. Number 4: largest force on an atom 0.0208 Eh/bohr.